# C17H28NO2P2SrTe

A molecular structure, C17H28NO2P2SrTe (ωB97M-V with the def2-TZVPD basis set, OMol25).

Atoms and positions in Å:
Sr -0.387 -0.726 -0.350
P -1.712 0.447 1.902
C -1.307 2.264 1.888
C 0.140 2.606 1.498
N 0.845 1.771 0.689
C 2.112 2.128 0.351
C 2.703 3.300 0.813
C 1.965 4.171 1.615
C 0.660 3.814 1.950
C 2.968 1.207 -0.535
P 2.010 0.092 -1.672
H 0.043 4.457 2.581
H 3.728 3.535 0.521
H 2.398 5.103 1.970
H 3.638 1.857 -1.131
H 3.597 0.569 0.126
H -1.987 2.760 1.152
H -1.496 2.695 2.891
H -2.608 2.208 -3.542
O -2.902 2.934 -2.963
H -2.957 3.703 -3.573
H -0.527 -0.773 -4.921
O -0.928 -0.142 -5.557
H -0.922 -0.652 -6.411
C 1.881 1.108 -3.182
H 2.856 1.355 -3.616
H 1.286 0.525 -3.896
H 1.344 2.035 -2.933
C 3.143 -1.274 -2.060
H 2.563 -1.931 -2.717
H 4.062 -0.964 -2.566
H 3.390 -1.807 -1.132
C -1.226 -0.058 3.593
H -1.789 0.450 4.385
H -1.423 -1.137 3.629
H -0.148 0.129 3.726
C -3.522 0.378 1.843
H -3.752 -0.692 1.823
H -4.018 0.846 2.696
H -3.860 0.846 0.909
Te -1.692 -3.188 -1.784
C -1.445 -4.072 0.098
C -0.327 -4.080 0.977
C -0.296 -5.027 2.024
C -1.363 -5.910 2.224
C -2.496 -5.842 1.397
C -2.558 -4.903 0.364
H 0.533 -3.419 0.801
H 0.569 -5.091 2.679
H -1.324 -6.663 3.021
H -3.318 -6.534 1.537
H -3.430 -4.873 -0.295

Computed properties:
Total charge ... +1
Total energy ... -1851.08845 hartree
Gap between HOMO and LUMO ... 6.491 eV
F_max ... 0.0289 Eh/bohr
HOMO energy ... -9.3 eV
Lowest unoccupied orbital energy ... -2.83 eV

# C2H8FN2OP

A single C2H8FN2OP molecule (ωB97M-V with the def2-TZVPD basis set, OMol25).

Atoms and positions in Å:
C -1.016 -1.232 2.114
N -0.307 -0.523 1.110
P -0.081 -0.929 -0.469
F 1.211 -1.913 -0.319
N 0.904 0.338 -0.966
C 0.212 1.550 -1.353
O 0.219 1.764 -2.702
H -1.264 -0.586 2.910
H -2.000 -1.544 1.626
H -0.411 -2.021 2.733
H 0.380 0.077 1.633
H 1.866 0.328 -1.222
H 0.860 2.281 -0.817
H -0.812 1.443 -1.033
H 0.239 0.968 -3.245

Computed properties:
SMILES string ... CNP(F)NCO
Total charge ... 0
Total energy ... -706.98680 hartree
Gap between HOMO and LUMO ... 9.983 eV
F_max ... 0.0646 Eh/bohr
HOMO energy ... -9.0 eV
Lowest unoccupied orbital energy ... 1.01 eV

# C42H107N6O23

14 unconnected molecules or ions with the total composition C42H107N6O23 (ωB97M-V with the def2-TZVPD basis set, OMol25).

Atoms and positions in Å:
O -0.109 -0.649 1.237
H -0.914 -0.255 1.583
H -0.339 -1.240 0.517
H 0.557 0.005 1.012
C -1.977 1.452 4.327
C -2.601 2.264 5.229
C -3.868 3.076 4.923
O -4.578 3.776 5.746
C -4.464 3.035 3.707
C -3.998 2.118 2.699
C -2.627 1.295 2.976
O -2.128 0.556 2.065
O -4.693 1.938 1.728
O -1.971 2.330 6.347
H -1.043 0.949 4.527
H -5.357 3.570 3.419
O 0.961 3.152 5.104
H 1.465 2.553 5.654
H 0.125 2.706 4.968
O -4.474 0.220 -2.972
H -4.039 -0.508 -3.417
H -4.082 0.236 -2.099
O -3.438 0.804 -0.459
H -4.173 1.343 -0.165
H -2.937 0.628 0.337
O 1.417 3.211 -1.261
H 1.023 3.429 -2.105
H 1.411 4.034 -0.773
O -4.922 -0.869 1.657
H -3.968 -0.900 1.726
H -5.100 -0.072 1.156
O 0.502 -5.804 0.807
H 1.183 -5.721 1.475
H 0.493 -6.737 0.589
C -0.429 -0.640 -6.609
O -1.626 -1.440 -6.463
C -2.765 -0.603 -6.313
C -3.912 -1.441 -5.696
N -3.611 -1.953 -4.409
C -4.682 -2.817 -3.997
C -4.124 -3.966 -3.131
O -2.966 -4.566 -3.734
C -3.236 -5.482 -4.824
H 0.417 -1.313 -6.746
H -0.295 0.008 -5.743
H -0.525 -0.015 -7.497
H -3.082 -0.246 -7.292
H -2.583 0.183 -5.579
H -4.146 -2.300 -6.325
H -4.844 -0.898 -5.544
H -2.749 -2.473 -4.492
H -5.190 -3.275 -4.845
H -5.413 -2.265 -3.406
H -4.880 -4.714 -2.891
H -3.744 -3.504 -2.219
H -3.923 -6.276 -4.534
H -2.337 -5.895 -5.282
H -3.771 -4.854 -5.536
C 1.506 3.586 10.609
O 1.464 2.461 9.766
C 2.336 2.474 8.622
C 2.216 1.129 7.883
N 2.752 1.450 6.560
C 2.886 0.212 5.785
C 1.676 -0.610 5.362
O 1.285 -1.422 6.441
C 0.010 -2.071 6.310
H 2.372 3.586 11.270
H 0.579 3.583 11.183
H 1.449 4.514 10.040
H 3.327 2.658 9.036
H 2.013 3.302 7.991
H 1.230 0.666 7.925
H 2.898 0.481 8.434
H 3.655 1.891 6.661
H 3.737 -0.402 6.076
H 3.049 0.631 4.792
H 1.866 -1.243 4.494
H 0.929 0.137 5.094
H -0.288 -2.515 7.260
H 0.066 -2.824 5.524
H -0.773 -1.356 6.057
C 5.150 0.066 -2.679
O 4.211 -0.678 -3.497
C 3.678 -1.844 -2.965
C 2.938 -2.553 -4.089
N 3.791 -3.337 -4.998
C 4.491 -2.498 -5.952
C 4.923 -3.322 -7.212
O 3.783 -3.740 -7.935
C 4.059 -4.399 -9.215
H 5.903 0.455 -3.365
H 5.598 -0.560 -1.908
H 4.690 0.943 -2.224
H 2.997 -1.581 -2.156
H 4.546 -2.402 -2.615
H 2.342 -1.815 -4.626
H 2.213 -3.167 -3.555
H 3.168 -3.904 -5.556
H 5.351 -1.987 -5.519
H 3.768 -1.750 -6.277
H 5.465 -4.200 -6.859
H 5.608 -2.766 -7.851
H 4.413 -5.415 -9.041
H 4.756 -3.862 -9.858
H 3.143 -4.515 -9.796
C 3.010 -2.994 1.014
O 2.466 -1.702 0.908
C 3.460 -0.664 1.021
C 2.910 0.527 0.281
N 1.719 1.166 0.850
C 1.922 1.702 2.173
C 3.004 2.740 2.426
O 2.788 3.900 1.606
C 3.622 4.985 2.008
H 3.873 -2.955 1.678
H 3.359 -3.400 0.064
H 2.257 -3.708 1.347
H 4.442 -0.929 0.628
H 3.692 -0.468 2.067
H 2.727 0.177 -0.735
H 3.686 1.282 0.153
H 1.480 1.955 0.266
H 2.158 0.989 2.963
H 0.991 2.179 2.480
H 3.972 2.261 2.274
H 3.003 3.128 3.444
H 3.309 5.808 1.365
H 4.658 4.840 1.702
H 3.663 5.235 3.068
C -2.413 -2.454 3.670
O -2.456 -2.318 2.240
C -2.453 -3.591 1.483
C -2.097 -3.367 0.051
N -0.636 -3.308 -0.104
C -0.081 -3.077 -1.410
C -0.561 -1.896 -2.201
O -0.391 -0.725 -1.490
C -0.674 0.459 -2.242
H -3.367 -2.844 4.024
H -2.182 -1.491 4.125
H -1.637 -3.154 3.982
H -3.408 -4.110 1.566
H -1.713 -4.272 1.903
H -2.663 -2.551 -0.399
H -2.346 -4.288 -0.475
H -0.317 -4.175 0.305
H -0.360 -3.913 -2.051
H 1.007 -3.129 -1.451
H -1.648 -1.967 -2.239
H -0.133 -1.848 -3.202
H -0.441 1.319 -1.614
H -1.727 0.564 -2.502
H -0.117 0.501 -3.178
C -0.457 4.849 2.416
O -0.879 5.871 1.484
C -2.266 5.894 1.249
C -2.791 4.794 0.292
N -2.109 4.758 -1.056
C -2.587 3.663 -1.763
C -2.061 3.605 -3.189
O -0.679 3.383 -3.242
C -0.257 3.268 -4.562
H -0.425 3.814 2.076
H -1.111 4.815 3.288
H 0.583 4.971 2.720
H -2.614 6.818 0.789
H -2.953 5.847 2.095
H -3.846 4.965 0.080
H -2.637 3.890 0.882
H -1.128 4.606 -0.872
H -3.663 3.569 -1.913
H -2.195 2.772 -1.272
H -2.496 4.422 -3.764
H -2.618 2.742 -3.556
H -0.408 4.193 -5.119
H -0.713 2.359 -4.955
H 0.808 3.040 -4.537

Computed properties:
Total charge ... -1
Total energy ... -3723.17780 hartree
Gap between HOMO and LUMO ... 4.479 eV
F_max ... 0.1358 Eh/bohr
HOMO energy ... -3.3 eV
Lowest unoccupied orbital energy ... 1.22 eV

# C24H23ClFN5O3Pt

A molecular structure, C24H23ClFN5O3Pt (ωB97M-V with the def2-TZVPD basis set, OMol25).

Atoms and positions in Å:
Pt 0.396 -0.027 -0.549
N -1.656 2.502 2.855
C -0.970 2.210 1.749
N -0.751 0.995 1.338
C -1.211 -0.053 2.089
N -0.934 -1.318 1.729
N -0.243 -1.497 0.662
C 0.135 -2.822 0.351
C 1.001 -3.007 -0.711
C 1.487 -4.290 -1.088
C 2.351 -4.395 -2.150
C 2.743 -3.239 -2.828
C 2.243 -2.006 -2.412
N 1.397 -1.888 -1.408
C -1.964 0.176 3.291
C -2.473 -0.851 4.105
C -3.177 -0.534 5.242
C -3.391 0.807 5.599
C -2.902 1.832 4.822
C -2.188 1.511 3.670
H -1.762 3.470 3.129
H -0.553 3.040 1.193
H -0.243 -3.613 0.980
H 1.178 -5.157 -0.523
H 2.736 -5.359 -2.447
H 3.437 -3.280 -3.653
H 2.564 -1.085 -2.880
H -2.299 -1.878 3.825
H -3.568 -1.321 5.870
H -3.947 1.039 6.496
H -3.062 2.864 5.098
C 1.976 3.832 -2.308
C 2.199 2.397 -1.906
O 0.898 1.772 -1.618
H 2.938 4.282 -2.550
H 1.528 4.408 -1.501
H 1.349 3.914 -3.198
H 2.777 2.292 -0.985
H 2.680 1.809 -2.686
H 0.318 1.945 -2.372
Cl 4.922 2.036 1.044
C 4.255 0.407 1.294
C 3.143 0.188 0.277
O 3.363 0.091 -0.913
O 1.951 0.159 0.790
H 3.885 0.346 2.314
H 5.052 -0.316 1.132
F -4.320 -0.249 -4.359
C -3.337 -0.234 -3.495
C -2.585 -1.404 -3.301
C -1.565 -1.371 -2.393
C -1.213 -0.169 -1.698
C -2.064 0.966 -1.882
C -3.093 0.957 -2.780
H -2.838 -2.289 -3.867
H -0.988 -2.267 -2.220
H -1.875 1.862 -1.304
H -3.728 1.812 -2.958

Computed properties:
Total charge ... +2
Multiplicity ... 5
Total energy ... -2106.56616 hartree
Gap between HOMO and LUMO (spin up / spin down) ... 6.546 / 5.044 eV
F_max ... 0.0098 Eh/bohr
HOMO energy (spin up / spin down) ... -12.3 / -14.6 eV
⟨S²⟩ ... 6.070
Lowest unoccupied orbital energy (spin up / spin down) ... -5.72 / -9.57 eV

# C4H6N2

2 unconnected molecules or ions with the total composition C4H6N2 (ωB97M-V with the def2-TZVPD basis set, OMol25).

Atoms and positions in Å:
C -0.389 0.298 0.188
C 1.684 0.613 0.391
C 2.855 0.337 -0.305
C -2.611 -0.330 0.065
N 2.523 0.189 1.198
N -1.586 0.638 0.304
H -0.145 -0.692 -0.299
H 2.828 -0.615 -1.036
H 3.589 1.193 -0.514
H -3.592 0.140 -0.404
H -2.881 -0.719 1.021
H -2.275 -1.051 -0.608

Computed properties:
Total charge ... 0
Total energy ... -265.28951 hartree
Gap between HOMO and LUMO ... 9.162 eV
F_max ... 0.1020 Eh/bohr
HOMO energy ... -9.2 eV
Lowest unoccupied orbital energy ... 0.00 eV

# C24H18N4O3Ru

A molecular structure, C24H18N4O3Ru (ωB97M-V with the def2-TZVPD basis set, OMol25).

Atoms and positions in Å:
Ru 0.676 0.731 0.252
C -1.869 0.332 -4.646
C -0.963 -0.507 -3.999
C -0.704 -0.331 -2.659
C -1.402 0.664 -1.940
C -2.291 1.536 -2.616
C -2.519 1.359 -3.960
N -1.136 0.802 -0.603
C -2.066 1.309 0.268
C -3.462 1.171 0.104
C -4.305 1.656 1.076
C -3.782 2.270 2.216
C -2.410 2.384 2.413
C -1.552 1.918 1.442
N -0.138 1.983 1.629
N 0.455 2.733 0.694
C 1.868 2.801 0.986
C 2.611 3.955 1.047
C 3.977 3.789 1.247
C 4.531 2.512 1.313
C 3.714 1.407 1.167
N 2.396 1.567 1.020
H -2.050 0.204 -5.705
H -0.459 -1.286 -4.553
H -0.012 -0.974 -2.133
H -2.717 2.379 -2.091
H -3.176 2.031 -4.495
H -3.842 0.601 -0.732
H -5.374 1.528 0.984
H -4.459 2.639 2.974
H -2.010 2.845 3.306
H 2.143 4.925 0.963
H 4.618 4.655 1.341
H 5.593 2.377 1.456
H 4.088 0.392 1.161
O -0.390 -3.326 2.454
C 0.415 -3.879 1.568
C 0.618 -5.274 1.666
C 1.436 -5.902 0.765
C 2.085 -5.180 -0.255
C 1.906 -3.812 -0.358
C 1.075 -3.141 0.540
C 0.896 -1.714 0.418
O 0.082 -1.050 1.177
O 1.530 -0.988 -0.429
H -0.464 -2.364 2.305
H 0.120 -5.814 2.459
H 1.587 -6.970 0.843
H 2.726 -5.699 -0.954
H 2.408 -3.241 -1.127

Computed properties:
Total charge ... +2
Total energy ... -1464.36883 hartree
Gap between HOMO and LUMO ... 3.993 eV
F_max ... 0.0394 Eh/bohr
HOMO energy ... -13.5 eV
Lowest unoccupied orbital energy ... -9.50 eV

# C18H24F2I3N2O6S3

3 unconnected molecules or ions with the total composition C18H24F2I3N2O6S3 (ωB97M-V with the def2-TZVPD basis set, OMol25).

Atoms and positions in Å:
C 6.776 -3.262 -0.110
C 5.458 -3.931 0.105
O 5.101 -4.499 1.105
O 4.661 -3.823 -0.982
C 3.380 -4.439 -0.863
C 2.521 -3.915 -2.019
C 1.250 -3.243 -1.572
C 0.979 -1.864 -1.498
C 2.081 -0.915 -1.936
O 2.752 -1.169 -2.897
O 2.230 0.238 -1.265
C 2.376 0.267 0.160
I 3.467 -1.392 0.900
C 2.989 1.640 0.494
C 2.096 2.403 1.472
I 4.982 1.521 1.220
C -0.278 -1.404 -1.081
I -0.958 0.563 -1.011
C -1.211 -2.337 -0.719
F -2.402 -2.046 -0.331
N -0.955 -3.655 -0.763
N -1.959 -4.588 -0.438
C -2.066 -4.840 0.776
S -2.219 -5.238 2.239
C 0.246 -4.086 -1.182
F 0.372 -5.370 -1.196
H 7.450 -3.968 -0.586
H 7.170 -2.943 0.847
H 6.650 -2.398 -0.754
H 3.514 -5.513 -0.951
H 2.933 -4.227 0.104
H 3.100 -3.296 -2.683
H 2.211 -4.781 -2.601
H 1.409 0.208 0.645
H 3.050 2.174 -0.446
H 2.687 3.106 2.049
H 1.638 1.728 2.191
H 1.347 2.984 0.942
C -5.219 1.605 3.450
S -3.786 1.569 2.372
O -3.260 2.956 2.297
C -4.696 1.269 0.852
H -4.870 1.827 4.455
H -5.904 2.383 3.114
H -5.706 0.630 3.437
H -5.423 2.065 0.695
H -5.196 0.302 0.917
H -3.981 1.260 0.032
C -3.908 6.765 -1.984
S -2.696 5.811 -1.069
O -2.608 4.482 -1.741
C -3.687 5.588 0.405
H -3.493 6.974 -2.967
H -4.825 6.185 -2.082
H -4.097 7.701 -1.459
H -4.622 5.097 0.137
H -3.879 6.562 0.856
H -3.133 4.960 1.098

Computed properties:
Total charge ... +1
Total energy ... -3548.22247 hartree
Gap between HOMO and LUMO ... 5.856 eV
F_max ... 0.0190 Eh/bohr
HOMO energy ... -10.6 eV
Lowest unoccupied orbital energy ... -4.71 eV